(a)
{"formula": "C2H3N3", "method": "the ωB97M-V functional and the def2-TZVPD basis", "elements": ["N", "C", "C", "N", "N", "H", "H", "H"], "coordinates": [[1.131, -0.005, -0.509], [0.479, -0.818, 0.304], [-0.766, -0.236, 0.611], [-0.869, 0.915, -0.034], [0.303, 1.018, -0.649], [0.390, 1.539, -1.504], [0.881, -1.785, 0.559], [-1.577, -0.598, 1.223]], "smiles": "c1cn[nH]n1", "e_homo_ev": -10.32}

(b)
{"formula": "C2H3N3", "method": "the ωB97M-V functional and the def2-TZVPD basis", "elements": ["C", "C", "N", "N", "N", "H", "H", "H"], "coordinates": [[-0.475, -1.181, 0.022], [-0.970, 1.093, 0.040], [-1.801, -0.873, -0.006], [-1.996, 0.407, 0.019], [0.256, -0.026, -0.008], [-0.132, -2.190, -0.074], [-0.584, 2.121, -0.197], [1.282, 0.331, -0.006]], "smiles": "c1nnc[nH]1", "e_homo_ev": -9.54}

(c)
{"formula": "C2H3N3", "method": "the ωB97M-V functional and the def2-TZVPD basis", "elements": ["C", "C", "N", "N", "N", "H", "H", "H"], "coordinates": [[0.276, -0.087, 0.197], [-0.600, -0.901, -1.207], [0.206, -1.312, -2.418], [-0.020, -2.104, -1.511], [1.462, 0.150, 0.099], [-0.541, 0.123, 0.895], [-1.629, -0.801, -0.915], [2.026, 0.478, 0.909]], "smiles": "[H]/N=C/C1N=N1", "e_homo_ev": -9.36}

Of the structures shown above, (a) is the most stable.